125
Properties=species:S:1:pos:R:3 method="wB97M-V/def2-TZVPD" e_tot_ev=-140553.116 total_charge=0 largest_force_ev_per_a=4.9 homo_energy_ev=-8.665
B -1.45 5.25 -4.60
H -3.38 -3.60 -3.97
Cl -7.84 -3.90 -4.19
C -11.19 2.90 -1.84
C 8.19 -0.37 9.68
C 13.15 -4.82 5.49
H -3.80 4.84 -3.08
H 11.58 -5.24 6.95
H -1.30 7.15 -4.48
C -9.08 1.98 -3.22
H -0.35 5.36 -6.58
O -1.14 6.41 -3.85
C -5.84 0.95 -1.85
C 12.34 -3.93 4.55
F -10.04 -1.24 -3.88
H -4.75 -4.11 -0.63
C -5.21 -1.50 -2.28
H 8.76 -2.15 1.39
H 9.01 -1.07 9.49
C 8.52 1.00 9.09
H -14.88 1.14 -0.27
C -1.00 2.59 -3.90
C 10.93 -4.41 4.46
H 6.05 -0.30 9.31
H -10.91 3.78 -1.19
H 14.18 -4.48 5.52
O 1.61 1.30 -4.49
C 9.41 -1.58 2.06
C 0.34 0.18 -2.03
H 4.92 0.22 1.75
P 0.61 2.64 -4.82
H -1.89 4.43 -6.62
C -13.48 2.70 -1.03
H 8.93 -2.80 3.77
H 6.69 -1.93 9.60
H -1.35 -0.88 -2.88
N -2.94 0.13 -0.50
H -0.24 -0.20 -4.16
C 9.82 -0.99 4.50
H 1.92 1.45 -3.56
C 6.90 -0.96 9.12
S 0.35 2.58 -6.76
H -5.58 -2.72 -4.96
C -1.86 3.86 -3.86
C 8.94 -1.74 3.51
H -6.05 -2.98 -0.06
S -9.50 -1.30 -2.30
N 9.38 0.98 1.36
H -7.89 2.78 -1.49
C -6.67 -1.84 -2.39
C -8.37 1.81 -1.80
C -5.87 -4.03 -0.43
C -13.78 1.25 -0.50
H 6.37 1.14 2.12
H -11.10 2.39 -3.98
H 1.79 -0.02 -0.23
H -10.23 3.93 -3.60
H 7.91 -1.38 3.61
H 6.97 -1.14 8.05
O -9.75 -2.66 -1.84
S -5.23 2.66 -1.54
H 6.84 -0.50 0.33
C 6.31 0.43 0.09
H -13.22 1.11 0.48
H 5.83 -0.18 -1.94
H 4.78 1.10 -1.31
O -4.25 -2.50 -2.44
C -1.43 5.39 -6.22
N 3.53 -1.64 -0.30
H -4.09 -2.32 -5.91
H 10.86 -1.34 4.44
H 12.78 -3.94 3.55
O -14.00 3.65 -0.44
H 9.44 1.38 9.53
C -6.98 -3.35 -2.70
H -13.52 0.43 -1.24
Cl -6.91 -6.05 -2.17
C -4.76 -0.10 -1.98
C -1.54 1.38 -3.20
H -12.86 3.92 -2.58
N -3.32 0.14 -1.85
H -6.11 -4.79 0.36
C -3.17 3.90 -3.13
H -11.10 1.93 -1.25
O 1.55 3.99 -4.39
C 4.31 -0.85 -0.63
H -2.92 -0.82 -0.11
C -10.40 2.87 -3.22
C 5.63 0.95 1.35
C 9.39 -0.15 1.66
H 2.38 3.84 -4.91
H -8.32 2.52 -3.88
H 12.35 -2.89 4.91
H 9.47 -1.15 5.52
H 5.09 1.88 1.15
C -7.76 -0.80 -2.21
H -3.51 0.76 0.07
N -12.66 3.00 -2.19
H -2.72 -1.91 -3.88
H -9.27 1.00 -3.75
C 12.59 -4.84 6.91
C -7.31 0.63 -1.96
H 10.43 -1.97 1.94
H 7.05 1.15 -0.24
H -1.99 6.31 -6.56
C 1.15 0.25 -1.11
N 8.84 0.80 6.47
H 13.21 -5.47 7.55
H -9.05 1.49 -0.97
C -2.88 1.37 -2.49
H 13.16 -5.85 5.11
C -4.65 -2.09 -4.94
N 9.85 -4.79 4.40
H 12.58 -3.83 7.34
H -4.90 -0.99 -4.97
C 8.70 0.88 7.61
C 5.31 0.17 -1.05
O -10.39 -0.39 -1.56
C -6.59 -4.31 -1.79
C -3.64 2.66 -2.46
C -0.74 0.03 -3.17
H 9.81 0.08 4.32
H 8.09 -0.28 10.77
H 7.72 1.71 9.30
C -3.67 -2.52 -3.77